1.
The following is a DFT calculation (ωB97M-V with the def2-TZVPD basis set) of a single C3H4N2O molecule.

Structure (ORCA input):
```
! wB97M-V def2-TZVPD RIJCOSX def2/J DEFGRID3
* xyz 0 1
N 1.74166 -0.12008 -0.02254
C 0.53703 0.44527 0.16468
C -0.34342 1.38592 0.25373
N -0.77042 -0.04159 0.59073
C -1.41661 -0.82614 -0.37210
O -0.83272 -1.47537 -1.21182
H 1.74071 -1.12125 -0.13970
H 2.55469 0.29070 0.40839
H -0.70346 2.35485 0.54885
H -2.50748 -0.89230 -0.22023
*
```

The largest force on an atom is 0.47 eV/Å. For the HOMO-LUMO gap, the calculation gives 9.081 eV. The value obtained for the electronic energy is -301.34593 a.u. The calculation puts the energy above the lowest of the compared OMol25 structures with the same formula, charge and spin at 370.98 kJ/mol. As for the LUMO energy: 0.860 eV. The value obtained for the HOMO energy is -8.22 eV.

***

2.
The following is a DFT calculation (ωB97M-V with the def2-TZVPD basis set) of a single C3H4N2O molecule at a distorted geometry.

Structure (ORCA input):
```
! wB97M-V def2-TZVPD RIJCOSX def2/J DEFGRID3
* xyz 0 1
O 2.08139 0.22388 -0.18632
C 0.71265 0.21725 0.01629
C -0.15270 1.27538 -0.03309
N -1.41443 0.86294 -0.06446
C -1.39834 -0.41684 -0.13022
N -0.13321 -0.85821 -0.09223
H 2.29553 -0.70808 0.38963
H 0.10489 2.34820 0.02800
H -2.23180 -1.14488 -0.08643
H 0.13602 -1.79965 0.15883
*
```

The largest force on an atom is 5.99 eV/Å. For the HOMO-LUMO gap, the calculation gives 8.666 eV. The value obtained for the electronic energy is -301.42665 a.u. The calculation puts the energy above the lowest of the compared OMol25 structures with the same formula, charge and spin at 159.06 kJ/mol. As for the LUMO energy: 0.224 eV. The value obtained for the HOMO energy is -8.44 eV.

***

3.
The following is a DFT calculation (ωB97M-V with the def2-TZVPD basis set) of a single C3H4N2O molecule at a distorted geometry.

Structure (ORCA input):
```
! wB97M-V def2-TZVPD RIJCOSX def2/J DEFGRID3
* xyz 0 1
C 1.47642 -0.15435 0.06846
C -0.05350 -0.22032 -0.24406
C -0.94866 0.84430 -0.02782
N -2.24790 0.36374 0.00226
N -2.07561 -0.82679 0.09391
O -0.86409 -1.27470 -0.12902
H 1.55884 -0.64716 1.20965
H 1.89239 0.84552 -0.01340
H 2.02782 -0.88578 -0.72527
H -0.76571 1.95556 -0.23470
*
```

The largest force on an atom is 7.48 eV/Å. For the HOMO-LUMO gap, the calculation gives 10.498 eV. The value obtained for the electronic energy is -301.34331 a.u. The calculation puts the energy above the lowest of the compared OMol25 structures with the same formula, charge and spin at 377.86 kJ/mol. As for the LUMO energy: 0.645 eV. The value obtained for the HOMO energy is -9.85 eV.

***

4.
The following is a DFT calculation (ωB97M-V with the def2-TZVPD basis set) of a single C3H4N2O molecule at a distorted geometry.

Structure (ORCA input):
```
! wB97M-V def2-TZVPD RIJCOSX def2/J DEFGRID3
* xyz 0 1
C 0.12919 1.11047 -1.19577
C -0.12098 0.14583 -0.05092
N 0.81674 -0.64309 0.37860
C 0.17333 -1.37375 1.34573
N -1.09202 -1.05547 1.51103
O -1.29193 -0.04591 0.58936
H 1.16491 1.47915 -1.10127
H -0.55495 1.96547 -1.25661
H 0.08713 0.56136 -2.15267
H 0.67327 -2.14212 1.93148
*
```

The largest force on an atom is 1.20 eV/Å. For the HOMO-LUMO gap, the calculation gives 11.491 eV. The value obtained for the electronic energy is -301.43108 a.u. The calculation puts the energy above the lowest of the compared OMol25 structures with the same formula, charge and spin at 147.43 kJ/mol. As for the LUMO energy: 0.946 eV. The value obtained for the HOMO energy is -10.55 eV.

***

5.
The following is a DFT calculation (ωB97M-V with the def2-TZVPD basis set) of a single C3H4N2O molecule at a distorted geometry.

Structure (ORCA input):
```
! wB97M-V def2-TZVPD RIJCOSX def2/J DEFGRID3
* xyz 0 1
H -1.05187 -1.83693 1.49373
N -1.10395 -0.79998 1.48936
C -0.16368 -0.38824 0.78948
C -0.12665 1.06792 0.28828
N 0.53385 1.43907 -0.75431
C 1.47861 0.84046 -1.52009
O 2.67397 0.88735 -1.33257
H 0.54152 -1.21041 0.27295
H -0.73007 1.85652 0.70065
H 1.06668 0.54167 -2.41939
*
```

The largest force on an atom is 3.34 eV/Å. For the HOMO-LUMO gap, the calculation gives 9.805 eV. The value obtained for the electronic energy is -301.39794 a.u. The calculation puts the energy above the lowest of the compared OMol25 structures with the same formula, charge and spin at 234.43 kJ/mol. As for the LUMO energy: -0.311 eV. The value obtained for the HOMO energy is -10.12 eV.

***

6.
The following is a DFT calculation (ωB97M-V with the def2-TZVPD basis set) of a single C3H4N2O molecule at a distorted geometry.

Structure (ORCA input):
```
! wB97M-V def2-TZVPD RIJCOSX def2/J DEFGRID3
* xyz 0 1
C -1.92123 1.08395 0.19682
C -1.27732 -0.04234 0.23581
N -0.77624 -1.11577 0.32835
C 0.55920 -1.14116 0.02199
N 1.21499 -0.03170 -0.16270
O 2.57409 -0.31289 -0.36035
H -3.00196 1.09940 0.14915
H -1.37582 2.01735 0.14589
H 1.05488 -2.12525 -0.01406
H 2.94940 0.56841 -0.54090
*
```

The largest force on an atom is 3.79 eV/Å. For the HOMO-LUMO gap, the calculation gives 8.614 eV. The value obtained for the electronic energy is -301.31411 a.u. The calculation puts the energy above the lowest of the compared OMol25 structures with the same formula, charge and spin at 454.54 kJ/mol. As for the LUMO energy: 0.293 eV. The value obtained for the HOMO energy is -8.32 eV.

***

7.
The following is a DFT calculation (ωB97M-V with the def2-TZVPD basis set) of a single C3H4N2O molecule.

Structure (ORCA input):
```
! wB97M-V def2-TZVPD RIJCOSX def2/J DEFGRID3
* xyz 0 1
O 2.39609 0.28510 0.18715
C 1.20495 0.13600 0.02414
N 0.43652 -1.04744 -0.08277
C -0.91220 -0.73082 0.04146
C -1.03449 0.60103 0.06772
N 0.24959 1.16037 -0.03662
H 0.74112 -2.00491 -0.18605
H -1.67320 -1.47931 0.20152
H -1.84645 1.17392 0.48082
H 0.43808 1.90605 -0.69737
*
```

The largest force on an atom is 0.85 eV/Å. For the HOMO-LUMO gap, the calculation gives 9.252 eV. The value obtained for the electronic energy is -301.47079 a.u. The calculation puts the energy above the lowest of the compared OMol25 structures with the same formula, charge and spin at 43.17 kJ/mol. As for the LUMO energy: 0.870 eV. The value obtained for the HOMO energy is -8.38 eV.

***

8.
The following is a DFT calculation (ωB97M-V with the def2-TZVPD basis set) of a molecular structure, C3H4N2O at a distorted geometry.

Structure (ORCA input):
```
! wB97M-V def2-TZVPD RIJCOSX def2/J DEFGRID3
* xyz 0 1
N 1.28599 0.47659 0.77302
C -0.91815 -0.15012 0.16261
C 0.94405 -0.60909 -0.01492
C 0.02434 0.89890 0.01028
O -2.23169 -0.01410 0.03089
N -0.25707 -1.27959 0.29445
H -2.62230 -0.90197 0.04426
H 2.09999 0.96274 0.40227
H 1.56013 -0.93046 -0.85556
H 0.11472 1.54709 -0.84731
*
```

The largest force on an atom is 2.73 eV/Å. For the HOMO-LUMO gap, the calculation gives 8.425 eV. The value obtained for the electronic energy is -301.32551 a.u. The calculation puts the energy above the lowest of the compared OMol25 structures with the same formula, charge and spin at 424.59 kJ/mol. As for the LUMO energy: 0.802 eV. The value obtained for the HOMO energy is -7.62 eV.

***

9.
The following is a DFT calculation (ωB97M-V with the def2-TZVPD basis set) of a molecular structure, C3H4N2O at a distorted geometry.

Structure (ORCA input):
```
! wB97M-V def2-TZVPD RIJCOSX def2/J DEFGRID3
* xyz 0 1
N -1.20405 0.71702 -0.52606
C 0.31772 -0.63406 0.56478
C -0.18814 0.10230 -1.17135
C -0.35704 0.58695 0.74434
O 0.99929 -1.25753 1.52791
N 0.18278 -1.12123 -0.67666
H 1.35967 -2.07289 1.14677
H -1.37002 1.67738 -0.79682
H 0.28372 0.52116 -2.05952
H -0.02394 1.48091 1.24662
*
```

The largest force on an atom is 3.46 eV/Å. For the HOMO-LUMO gap, the calculation gives 7.411 eV. The value obtained for the electronic energy is -301.32928 a.u. The calculation puts the energy above the lowest of the compared OMol25 structures with the same formula, charge and spin at 414.71 kJ/mol. As for the LUMO energy: 0.244 eV. The value obtained for the HOMO energy is -7.17 eV.

***

10.
The following is a DFT calculation (ωB97M-V with the def2-TZVPD basis set) of a single C3H4N2O molecule at a distorted geometry.

Structure (ORCA input):
```
! wB97M-V def2-TZVPD RIJCOSX def2/J DEFGRID3
* xyz 0 1
O -1.79687 -0.86808 -0.09468
C -0.69140 -0.14124 -0.45428
C -0.41383 1.19105 -0.30624
N 0.87405 1.33493 0.15336
C 1.36867 0.12169 0.22650
N 0.49076 -0.80478 -0.22302
H -1.55773 -0.95608 0.84665
H -1.07978 2.03338 -0.44633
H 2.29437 -0.17237 0.69666
H 0.56860 -1.80832 -0.28332
*
```

The largest force on an atom is 1.15 eV/Å. For the HOMO-LUMO gap, the calculation gives 9.233 eV. The value obtained for the electronic energy is -301.42788 a.u. The calculation puts the energy above the lowest of the compared OMol25 structures with the same formula, charge and spin at 155.83 kJ/mol. As for the LUMO energy: 0.554 eV. The value obtained for the HOMO energy is -8.68 eV.